Formula: C39H36AsCl2N4O11S2SiW
Source: the Open Molecules 2025 dataset
Level of theory: ωB97M-V/def2-TZVPD

Last column: Mulliken charge in e.
Geometry (Å):
W: -1.143 -0.821 0.361  1.335
Cl: 0.234 3.181 0.122  -0.163
C: 1.620 2.176 -0.015  1.209
C: 2.887 2.786 -0.031  -0.462
C: 4.011 2.017 -0.104  0.973
Cl: 5.546 2.799 -0.179  -0.224
C: 3.941 0.599 -0.113  0.193
C: 5.067 -0.255 -0.125  -0.979
C: 4.874 -1.605 -0.112  -1.055
C: 3.555 -2.110 -0.067  -0.247
N: 2.491 -1.349 -0.055  0.310
C: 2.670 -0.013 -0.094  0.016
C: 1.506 0.807 -0.083  -1.615
O: 0.297 0.214 -0.060  1.050
H: 2.959 3.863 0.009  0.597
H: 6.061 0.172 -0.137  0.485
H: 5.710 -2.290 -0.117  0.457
H: 3.373 -3.179 -0.039  0.534
O: -2.224 -1.460 -1.584  -0.519
As: -3.194 -2.731 -0.686  1.224
O: -4.776 -2.529 -0.859  -0.705
O: -2.482 -2.177 0.802  -0.759
C: -2.424 -4.332 -1.348  -0.286
C: -3.322 -5.117 -2.058  -0.893
C: -2.865 -6.246 -2.727  -0.661
C: -1.521 -6.568 -2.695  -0.677
C: -0.621 -5.782 -1.981  -0.446
C: -1.068 -4.666 -1.300  0.484
S: 0.107 -3.842 -0.251  1.616
O: -0.233 -4.206 1.087  -0.698
O: 1.412 -4.126 -0.752  -0.707
O: -0.209 -2.346 -0.514  -0.876
H: -2.804 -0.767 -1.949  0.409
H: -4.367 -4.836 -2.094  0.533
H: -3.563 -6.861 -3.278  0.417
H: -1.160 -7.439 -3.225  0.416
H: 0.430 -6.032 -1.946  0.549
C: -3.937 -0.327 2.771  -1.251
Si: -3.814 0.886 1.350  0.887
C: -3.469 2.544 2.142  -1.120
C: -5.421 0.704 0.418  -1.212
N: -2.474 0.585 0.095  1.364
C: -2.501 1.407 -1.086  1.623
C: -1.651 1.164 -2.173  -0.128
C: -1.681 1.961 -3.309  -1.108
C: -2.530 3.048 -3.392  -0.968
C: -3.361 3.319 -2.314  -1.158
C: -3.356 2.513 -1.189  -0.729
H: -5.002 -0.425 2.999  0.497
H: -3.444 0.076 3.657  0.246
H: -3.564 -1.330 2.589  0.271
H: -4.311 2.812 2.786  0.399
H: -3.285 3.376 1.466  0.390
H: -2.588 2.436 2.778  0.129
H: -6.223 1.152 1.011  0.455
H: -5.638 -0.363 0.323  0.315
H: -5.457 1.136 -0.579  0.418
H: -0.926 0.362 -2.188  -0.226
H: -1.034 1.691 -4.135  0.593
H: -2.553 3.670 -4.277  0.450
H: -4.036 4.164 -2.346  0.458
H: -4.033 2.770 -0.394  0.422
O: -1.215 0.163 2.212  -0.633
C: -0.525 -0.749 2.808  0.492
O: -0.169 -1.655 1.981  -0.924
C: -0.206 -0.749 4.202  0.167
C: 0.492 -1.841 4.723  -0.490
C: 0.813 -1.897 6.073  -1.187
C: 0.407 -0.831 6.845  0.883
O: 0.604 -0.655 8.163  -0.473
C: -0.052 0.571 8.523  -0.254
O: -0.542 1.155 7.316  -0.498
C: -0.291 0.260 6.324  0.776
C: -0.617 0.339 5.005  -0.994
H: 0.768 -2.649 4.059  0.639
H: 1.348 -2.731 6.503  0.463
H: 0.671 1.239 8.986  0.260
H: -0.884 0.347 9.189  0.274
H: -1.153 1.179 4.589  0.491
N: 3.633 -0.248 -3.538  -0.259
C: 2.394 0.261 -3.631  0.293
S: 1.046 -0.733 -3.629  -0.345
N: 2.259 1.609 -3.694  0.072
C: 3.243 2.626 -3.726  0.127
C: 4.432 2.502 -4.439  -0.181
C: 5.350 3.545 -4.432  -0.722
C: 5.081 4.720 -3.750  -0.566
C: 3.873 4.857 -3.077  -0.631
C: 2.962 3.816 -3.059  -0.480
H: 3.703 -1.241 -3.403  0.270
H: 4.441 0.332 -3.387  0.195
H: 1.297 1.909 -3.664  0.061
H: 4.622 1.622 -5.038  0.610
H: 6.272 3.441 -4.989  0.421
H: 5.796 5.530 -3.757  0.416
H: 3.642 5.780 -2.561  0.416
H: 2.019 3.919 -2.533  0.457

Properties
electronic energy = -6863.52454 Eh
total charge = +1
energy above the lowest of the compared OMol25 structures with the same formula, charge and spin = 44.8 kcal/mol

---

Formula: C8H16O2
Source: the Open Molecules 2025 dataset
Level of theory: ωB97M-V/def2-TZVPD

Last column: Mulliken charge in e.
Geometry (Å):
C: 0.526 0.312 -0.785  1.544
C: 0.024 -0.668 0.327  1.390
C: -0.244 0.573 -2.083  -0.317
C: 1.193 -1.035 -0.558  -1.649
C: 0.339 -0.397 1.798  -0.908
C: 1.337 1.534 -0.390  -2.099
C: -1.229 -1.507 0.164  -1.650
C: -0.494 0.732 2.384  -1.109
O: -1.583 0.942 -1.829  -0.544
O: -0.217 -0.524 -2.969  -0.512
H: -1.768 0.752 -0.899  0.405
H: -0.772 -1.204 -2.566  0.309
H: 0.217 1.405 -2.625  0.475
H: 1.068 -1.824 -1.292  0.295
H: 2.193 -1.047 -0.132  0.314
H: 1.402 -0.176 1.946  0.363
H: 0.150 -1.311 2.375  0.440
H: 0.671 2.377 -0.180  0.368
H: 1.967 1.368 0.488  0.346
H: 2.006 1.824 -1.207  0.516
H: -1.160 -2.409 0.782  0.465
H: -1.399 -1.845 -0.858  0.282
H: -2.114 -0.949 0.485  0.363
H: -0.211 1.699 1.959  0.238
H: -1.563 0.588 2.200  0.282
H: -0.341 0.789 3.467  0.393

Properties
electronic energy = -464.86954 Eh
SMILES = CC[C@]1(C)C[C@@]1(C)C(O)O
energy above the lowest of the compared OMol25 structures with the same formula, charge and spin = 37.8 kcal/mol

---

Formula: C107H100F7N13
Source: the Open Molecules 2025 dataset
Level of theory: ωB97M-V/def2-TZVPD

Last column: Mulliken charge in e.
Geometry (Å):
F: 1.667 3.811 -1.657  0.284
C: 1.220 4.477 -0.521  -0.114
C: 1.706 5.785 -0.317  -0.906
C: 1.090 6.497 0.717  -0.495
C: 0.140 5.894 1.523  -0.964
C: -0.274 4.580 1.287  -0.372
C: 0.217 3.866 0.191  -0.267
H: 2.422 6.164 -1.069  0.467
H: 1.254 7.588 0.811  0.346
H: -0.223 6.501 2.344  0.431
H: -1.025 4.152 1.963  0.417
H: -0.101 2.876 0.002  1.143
F: 4.931 0.100 -1.896  0.025
C: 5.550 1.230 -1.481  0.201
C: 4.822 1.969 -0.557  0.232
C: 5.346 3.205 -0.149  -0.644
C: 6.591 3.667 -0.654  -1.099
C: 7.284 2.875 -1.580  -0.427
C: 6.787 1.679 -2.014  -0.976
H: 3.871 1.718 -0.218  0.757
H: 4.929 3.860 0.631  0.458
H: 6.940 4.580 -0.232  0.490
H: 8.244 3.222 -2.018  0.358
H: 7.269 1.015 -2.670  0.649
F: 2.680 -4.001 -3.795  -0.335
C: 3.908 -3.598 -3.486  0.161
C: 4.428 -3.800 -2.214  0.219
C: 5.685 -3.365 -1.981  -0.225
C: 6.453 -2.756 -2.981  -0.869
C: 5.916 -2.469 -4.215  -0.653
C: 4.622 -2.934 -4.458  -0.412
H: 3.747 -4.130 -1.441  0.250
H: 6.091 -3.570 -1.017  0.399
H: 7.454 -2.580 -2.784  0.567
H: 6.523 -1.996 -4.982  0.453
H: 4.072 -2.868 -5.383  0.490
F: -2.858 5.842 -6.312  -0.392
C: -2.180 5.893 -5.169  0.436
C: -0.799 5.602 -5.271  -0.678
C: -0.092 5.577 -4.060  -0.115
C: -0.760 5.921 -2.873  -0.126
C: -2.069 6.408 -2.846  -0.455
C: -2.787 6.400 -4.035  -0.746
H: -0.430 5.372 -6.238  0.492
H: 0.952 5.156 -4.029  0.231
H: -0.184 5.937 -1.983  0.406
H: -2.574 6.691 -1.921  0.504
H: -3.803 6.714 -4.132  0.462
F: -3.520 -0.940 -6.478  -0.428
C: -2.648 -1.361 -5.562  0.046
C: -1.317 -0.901 -5.581  -0.240
C: -0.423 -1.272 -4.613  -0.477
C: -0.879 -2.075 -3.546  -0.423
C: -2.179 -2.542 -3.571  -0.306
C: -3.085 -2.213 -4.593  -0.253
H: -1.022 -0.239 -6.390  0.403
H: 0.623 -0.966 -4.678  0.472
H: -0.246 -2.395 -2.760  0.873
H: -2.519 -3.215 -2.755  0.022
H: -4.118 -2.618 -4.684  0.377
F: 2.408 -2.631 9.029  -0.339
C: 2.496 -2.466 7.719  0.159
C: 3.053 -3.442 6.929  -0.514
C: 3.052 -3.240 5.581  -0.024
C: 2.573 -2.070 4.990  -0.211
C: 1.906 -1.131 5.741  -0.623
C: 1.926 -1.310 7.127  -0.564
H: 3.582 -4.298 7.466  0.323
H: 3.417 -4.028 4.919  0.254
H: 2.582 -1.963 3.896  0.552
H: 1.426 -0.269 5.344  0.508
H: 1.385 -0.581 7.696  0.436
F: 2.909 -2.297 -0.156  -0.213
C: 1.649 -1.768 -0.341  0.389
C: 1.467 -0.618 -1.069  0.244
C: 0.159 -0.191 -1.237  -0.375
C: -0.880 -0.747 -0.428  0.980
C: -0.675 -1.872 0.345  -1.058
C: 0.647 -2.393 0.388  -0.013
H: 2.253 0.007 -1.476  0.014
H: -0.031 0.682 -1.867  0.533
H: -1.882 -0.331 -0.582  -1.222
H: -1.370 -2.392 0.899  0.343
H: 0.953 -3.248 0.953  0.441
N: -3.540 1.154 -1.564  1.238
C: -3.827 2.436 -1.265  -1.109
C: -4.141 3.375 -2.189  -0.760
C: -4.181 3.081 -3.556  -0.831
C: -3.913 1.731 -3.857  -0.862
C: -3.591 0.876 -2.819  -0.345
H: -3.686 2.696 -0.233  0.739
H: -4.345 4.306 -1.840  0.767
H: -4.466 3.860 -4.277  0.523
H: -4.036 1.329 -4.895  0.342
H: -3.301 -0.152 -3.087  0.116
N: 1.799 2.574 4.229  -0.596
C: 3.069 2.387 3.847  -1.384
C: 3.538 1.417 2.921  -0.380
C: 2.589 0.699 2.249  1.122
C: 1.238 0.901 2.581  0.155
C: 0.924 1.829 3.555  -0.239
H: 3.752 2.961 4.411  0.570
H: 4.554 1.251 2.723  0.611
H: 2.901 -0.074 1.629  0.052
H: 0.502 0.263 2.097  -0.167
H: -0.169 1.934 3.759  0.086
N: 0.632 2.010 -5.716  -0.278
C: 1.459 1.385 -6.579  -0.741
C: 2.744 0.949 -6.258  -1.102
C: 3.141 1.137 -4.924  -0.626
C: 2.238 1.659 -4.019  1.654
C: 1.015 2.077 -4.472  -1.540
H: 1.031 1.358 -7.609  0.441
H: 3.427 0.428 -6.874  0.565
H: 4.130 0.956 -4.597  0.628
H: 2.451 1.953 -2.992  -0.099
H: 0.369 2.614 -3.820  1.158
N: -3.696 1.815 2.203  0.402
C: -2.880 1.857 3.259  -0.562
C: -2.519 0.794 4.006  -1.198
C: -3.086 -0.437 3.702  -0.005
C: -3.904 -0.517 2.604  -1.131
C: -4.103 0.662 1.857  0.294
H: -2.637 2.888 3.581  0.548
H: -1.895 0.925 4.926  0.419
H: -2.808 -1.274 4.371  0.358
H: -4.341 -1.448 2.301  1.030
H: -4.649 0.628 0.920  -0.157
N: -2.839 -4.722 4.216  -0.386
C: -2.083 -3.945 5.015  -1.114
C: -0.728 -3.779 4.787  -0.190
C: -0.115 -4.440 3.740  0.345
C: -0.884 -5.165 2.875  -0.039
C: -2.233 -5.237 3.133  -0.335
H: -2.577 -3.507 5.820  0.511
H: -0.195 -3.251 5.532  0.437
H: 0.961 -4.320 3.550  0.205
H: -0.416 -5.646 2.040  0.186
H: -2.817 -5.896 2.488  0.357
N: -5.960 7.982 1.496  -0.607
C: -6.256 6.949 0.693  -0.457
C: -5.605 5.729 0.757  -0.055
C: -4.543 5.524 1.620  0.291
C: -4.220 6.595 2.448  -0.626
C: -4.973 7.766 2.375  -0.345
H: -7.051 7.093 -0.034  0.370
H: -5.805 4.918 0.044  0.258
H: -4.047 4.556 1.770  0.410
H: -3.444 6.473 3.193  0.397
H: -4.681 8.537 3.056  0.361
N: 6.913 -0.248 2.706  -0.632
C: 6.449 -0.403 1.444  -0.715
C: 5.617 -1.422 1.029  -0.278
C: 5.263 -2.353 2.006  0.452
C: 5.718 -2.181 3.302  -0.213
C: 6.593 -1.139 3.621  -0.667
H: 6.858 0.353 0.774  0.654
H: 5.299 -1.545 0.002  0.160
H: 4.677 -3.214 1.703  0.633
H: 5.438 -2.966 4.033  0.239
H: 6.938 -1.137 4.658  0.344
N: -5.509 -2.613 4.756  -0.266
C: -6.155 -1.463 4.977  -0.318
C: -7.514 -1.293 4.698  -0.507
C: -8.082 -2.327 3.934  -0.356
C: -7.393 -3.471 3.658  -0.304
C: -6.117 -3.585 4.144  -0.357
H: -5.652 -0.722 5.508  0.552
H: -7.935 -0.300 4.977  0.442
H: -9.047 -2.274 3.414  0.359
H: -7.882 -4.265 3.107  0.417
H: -5.501 -4.465 4.018  0.423
N: 4.237 -5.674 1.106  0.059
C: 5.486 -5.992 1.340  -0.306
C: 5.977 -6.204 2.645  -0.487
C: 5.133 -6.240 3.728  -0.418
C: 3.765 -6.061 3.453  -0.668
C: 3.323 -5.794 2.133  -0.100
H: 6.233 -5.959 0.497  0.317
H: 7.043 -6.297 2.697  0.422
H: 5.464 -6.358 4.762  0.394
H: 2.988 -6.145 4.206  0.536
H: 2.264 -5.717 1.814  0.341
N: -1.307 -6.180 -0.553  -0.137
C: -0.530 -5.258 -1.017  0.046
C: 0.849 -5.441 -1.147  -0.179
C: 1.389 -6.648 -0.711  -0.602
C: 0.535 -7.690 -0.275  -0.688
C: -0.815 -7.368 -0.172  -0.546
H: -1.086 -4.349 -1.371  0.273
H: 1.586 -4.697 -1.422  0.574
H: 2.460 -6.866 -0.722  0.477
H: 1.014 -8.575 0.044  0.477
H: -1.498 -8.121 0.243  0.331
N: -6.534 2.215 -0.011  -0.200
C: -6.760 1.121 -0.662  -0.593
C: -7.309 -0.097 -0.097  -0.928
C: -7.390 -0.108 1.292  0.318
C: -7.181 1.072 1.998  0.009
C: -6.781 2.205 1.289  -0.637
H: -6.617 1.114 -1.714  0.681
H: -7.666 -0.908 -0.766  0.521
H: -7.686 -0.931 1.884  0.124
H: -7.197 1.182 3.106  0.127
H: -6.658 3.113 1.781  0.551
N: 4.315 5.910 -6.312  -0.600
C: 5.274 6.585 -5.716  -0.404
C: 5.680 6.260 -4.422  -0.511
C: 4.987 5.306 -3.752  -0.529
C: 3.951 4.618 -4.365  0.626
C: 3.672 4.972 -5.629  -0.456
H: 5.798 7.324 -6.305  0.368
H: 6.455 6.857 -3.945  0.401
H: 5.324 5.114 -2.731  0.358
H: 3.408 3.852 -3.818  0.249
H: 2.810 4.466 -6.007  0.476
N: -6.003 -3.376 -2.121  -0.769
C: -5.541 -4.505 -1.586  -0.674
C: -4.479 -4.599 -0.665  -0.590
C: -3.959 -3.453 -0.228  -0.120
C: -4.479 -2.227 -0.713  1.324
C: -5.446 -2.261 -1.661  -1.190
H: -6.058 -5.439 -1.886  0.375
H: -4.057 -5.572 -0.391  0.341
H: -3.130 -3.440 0.440  0.246
H: -4.099 -1.282 -0.355  0.278
H: -5.734 -1.310 -2.064  0.824

Properties
electronic energy = -5548.03934 Eh
energy above the lowest of the compared OMol25 structures with the same formula, charge and spin = 37.1 kcal/mol

---

Respective E_HOMO values: -10.3; -9.9; -8.9 eV.